No. 1
16
Properties=species:S:1:pos:R:3 method="wB97M-V/def2-TZVPD" smiles="C=CO.O.O.O" lumo_energy_ev=0.487 fmax_ev_per_a=2.972
C 3.067 -0.903 0.669
C 2.273 0.107 0.211
O 0.894 -0.197 0.044
H 4.107 -0.856 0.484
H 2.567 -1.818 1.019
H 2.516 1.136 -0.123
H 0.443 0.662 -0.050
H -1.591 1.843 -0.109
H -0.670 2.922 0.541
O -0.658 2.122 0.066
H -0.408 -1.845 -0.826
H -1.363 -2.812 -0.556
O -1.152 -2.194 -1.252
H -3.699 0.824 0.649
H -3.277 0.220 -0.756
O -3.049 0.789 -0.011

No. 2
24
Properties=species:S:1:pos:R:3 method="wB97M-V/def2-TZVPD" charge=-1 smiles="CC=[S@@](=O)([O-])[C@H]1/C(=C/O)N=CN1C" lumo_energy_ev=3.424 fmax_ev_per_a=5.734
C 0.157 0.349 -0.982
C -1.081 1.602 0.505
C -1.326 -0.130 -0.720
C 0.687 -1.545 1.912
C 1.132 2.503 -0.257
C -1.921 -1.227 -1.226
C 1.088 -2.147 0.624
N -1.945 0.652 0.295
N 0.040 1.577 -0.173
O 2.457 0.012 0.263
O 1.973 -1.296 -1.776
O -3.191 -1.653 -0.840
S 1.552 -0.911 -0.429
H 0.342 0.491 -2.000
H -1.252 2.493 1.214
H 0.131 -0.611 1.732
H 1.589 -1.021 2.177
H 0.258 -2.238 2.553
H 0.697 3.553 0.178
H 2.080 2.225 0.278
H 1.323 2.673 -1.286
H -1.618 -1.823 -1.936
H 0.346 -2.502 -0.012
H -3.516 -1.027 -0.094

No. 3
7
Properties=species:S:1:pos:R:3 method="wB97M-V/def2-TZVPD" smiles="C=NBr.Br" lumo_energy_ev=0.596 fmax_ev_per_a=1.083
C 1.176 0.688 -0.135
N 1.069 -0.514 -0.467
Br -2.371 -1.242 1.822
Br 0.327 -0.978 -2.103
H 0.878 1.558 -0.716
H -2.694 -0.383 0.763
H 1.615 0.871 0.836

no.,HOMO energy (eV)
1,-8.63
2,-3.29
3,-9.93